{
  "formula": "C35H83NO2P2PtSi3Te",
  "method": "wB97M-V/def2-TZVPD",
  "spin_multiplicity": 1,
  "homo_lumo_gap_ha": [0.1581, 0.1659],
  "e_tot_ha": -3526.5722,
  "total_charge": 2,
  "elements": ["Pt", "C", "P", "C", "C", "C", "P", "C", "C", "H", "H", "H", "H", "H", "H", "H", "H", "H", "H", "H", "H", "H", "H", "H", "H", "C", "Si", "C", "C", "C", "Te", "C", "Si", "C", "C", "C", "H", "H", "H", "H", "H", "H", "H", "H", "H", "H", "H", "H", "H", "H", "H", "H", "H", "H", "H", "H", "H", "H", "C", "C", "C", "O", "H", "H", "H", "H", "H", "H", "H", "C", "C", "C", "C", "Si", "C", "C", "C", "C", "C", "C", "C", "C", "H", "H", "H", "H", "H", "H", "H", "H", "H", "H", "H", "H", "H", "H", "H", "H", "H", "H", "H", "H", "H", "H", "H", "H", "H", "H", "H", "O", "C", "C", "C", "C", "C", "C", "N", "H", "H", "H", "H", "H", "H", "H", "H", "H", "H", "H"],
  "positions_angstrom": [[-0.96, -1.38, -0.30], [-3.28, 1.17, -2.34], [-2.58, 1.49, -0.68], [-2.89, 3.31, -0.62], [-3.94, 1.02, 0.48], [-4.49, -0.36, 0.18], [-3.31, -1.78, 0.20], [-4.43, -2.93, -0.68], [-3.45, -2.44, 1.90], [-4.29, 1.58, -2.41], [-3.30, 0.10, -2.57], [-2.65, 1.66, -3.08], [-3.96, 3.51, -0.66], [-2.42, 3.79, -1.48], [-2.49, 3.75, 0.29], [-4.73, 1.76, 0.39], [-3.53, 1.07, 1.49], [-4.95, -0.38, -0.81], [-5.28, -0.60, 0.90], [-5.43, -2.81, -0.26], [-4.12, -3.96, -0.54], [-4.46, -2.71, -1.74], [-4.00, -1.75, 2.54], [-2.47, -2.62, 2.33], [-3.99, -3.39, 1.87], [0.65, 7.45, -0.45], [0.41, 5.77, 0.35], [1.86, 5.36, 1.47], [-1.17, 5.76, 1.36], [0.31, 4.52, -1.08], [0.29, 2.40, -0.43], [0.86, 1.90, -2.38], [2.67, 2.45, -2.82], [2.61, 3.50, -4.36], [3.66, 0.91, -3.14], [3.45, 3.48, -1.42], [0.80, 8.21, 0.31], [-0.22, 7.73, -1.05], [1.53, 7.46, -1.10], [1.93, 6.11, 2.27], [2.80, 5.37, 0.93], [1.75, 4.38, 1.95], [-1.09, 6.48, 2.18], [-1.38, 4.79, 1.82], [-2.04, 6.05, 0.76], [1.17, 4.62, -1.74], [-0.60, 4.65, -1.68], [0.15, 2.40, -3.04], [0.75, 0.82, -2.48], [2.15, 2.96, -5.20], [3.63, 3.75, -4.65], [2.06, 4.44, -4.23], [3.41, 0.48, -4.11], [3.51, 0.14, -2.38], [4.73, 1.15, -3.16], [3.41, 4.54, -1.65], [4.50, 3.21, -1.29], [2.95, 3.34, -0.46], [1.75, 1.35, 2.26], [1.98, 0.29, 1.18], [3.43, 0.40, 0.71], [1.04, 0.39, 0.10], [2.36, 1.13, 3.13], [0.70, 1.39, 2.54], [2.06, 2.33, 1.87], [1.81, -0.68, 1.65], [3.58, 1.39, 0.27], [3.69, -0.35, -0.02], [4.10, 0.29, 1.57], [0.95, -5.77, 0.38], [0.09, -4.51, 0.50], [-1.38, -4.95, 0.74], [0.55, -3.72, 1.75], [0.24, -3.28, -1.00], [-0.82, -4.05, -2.76], [-0.54, -5.54, -2.69], [-0.28, -3.31, -3.97], [-2.25, -3.70, -2.54], [2.09, -3.22, -1.67], [2.23, -1.96, -2.53], [3.06, -3.09, -0.47], [2.54, -4.44, -2.47], [0.86, -6.36, 1.30], [2.01, -5.55, 0.26], [0.64, -6.41, -0.44], [-1.44, -6.03, 0.89], [-2.04, -4.70, -0.08], [-1.79, -4.48, 1.63], [0.32, -4.28, 2.66], [0.03, -2.75, 1.81], [1.62, -3.53, 1.73], [0.52, -5.77, -2.68], [-0.96, -6.03, -3.58], [-1.02, -5.99, -1.82], [0.72, -3.63, -4.26], [-0.29, -2.23, -3.80], [-0.94, -3.50, -4.83], [-2.62, -4.14, -1.63], [-2.87, -4.09, -3.36], [-2.38, -2.62, -2.50], [1.87, -1.08, -2.01], [1.67, -2.05, -3.47], [3.28, -1.82, -2.80], [3.17, -4.02, 0.07], [4.05, -2.82, -0.84], [2.75, -2.32, 0.24], [2.06, -4.52, -3.44], [2.38, -5.38, -1.93], [3.62, -4.35, -2.65], [-1.19, 0.23, 1.67], [-1.10, 0.63, 2.85], [-1.09, -0.32, 4.01], [0.24, -0.38, 4.77], [0.74, 0.99, 5.26], [-0.39, 1.97, 5.56], [-0.86, 2.73, 4.32], [-1.05, 1.95, 3.09], [-1.32, -1.31, 3.62], [-1.90, -0.03, 4.69], [1.00, -0.84, 4.13], [0.10, -1.04, 5.62], [1.41, 1.44, 4.52], [1.33, 0.83, 6.16], [-0.03, 2.73, 6.26], [-1.22, 1.46, 6.05], [-0.11, 3.49, 4.09], [-1.79, 3.26, 4.55], [-1.08, 2.50, 2.24]],
  "mulliken_charge": [-0.126, -1.538, 0.546, -1.361, -0.432, -1.690, 1.506, -1.858, -1.159, 0.475, 0.207, 0.438, 0.703, 0.310, 0.179, 0.814, -0.128, 0.505, 0.706, 0.570, 0.611, 0.388, 0.501, -0.259, 0.547, -1.158, -0.017, -0.645, -0.936, -0.547, 0.320, -0.164, 0.481, -1.214, -0.470, -0.626, 0.353, 0.345, 0.343, 0.497, 0.316, 0.047, 0.460, 0.141, 0.363, 0.046, 0.661, 0.837, -0.036, 0.344, 0.358, 0.363, 0.313, -0.257, 0.505, 0.420, 0.703, -0.228, -1.035, 1.725, -1.272, -1.368, 0.855, -0.264, -0.025, -0.516, 0.144, -0.080, 0.617, -1.722, 2.710, -1.336, -2.355, -0.808, 2.557, -1.651, -1.929, -1.643, 3.893, -1.903, -1.631, -2.095, 0.627, 0.347, 0.347, 0.409, -0.036, 0.350, 0.570, 0.384, 0.375, 0.314, 0.525, 0.319, 0.379, 0.198, 0.606, 0.169, 0.510, 0.017, -0.181, 0.057, 0.847, 0.396, 0.628, -0.123, 0.319, 0.426, 0.607, -0.031, -0.184, -0.819, -0.872, -0.388, -1.159, -0.669, 0.194, -0.023, 0.598, 0.049, 0.650, 0.028, 0.551, 0.457, 0.342, 0.248, 0.574, -0.168]
}